Entry from the OMol25 dataset: a 9-piece molecular cluster, C7H32FN15O7 overall (the ωB97M-V functional and the def2-TZVPD basis).

Each atom is followed by the atoms it is bonded to, with distances in Å.
Cartesian coordinates (Å):
1 N -0.23 0.92 -0.27  H2 1.010, H3 1.010, H4 1.010, H5 1.010
2 H 0.19 0.00 -0.23  N1 1.010
3 H -1.15 0.80 0.12  N1 1.010
4 H -0.26 1.32 -1.20  N1 1.010
5 H 0.20 1.62 0.33  N1 1.010
6 F -0.08 -1.74 0.52  no bonds
7 C -0.87 1.68 -3.76  O8 1.190, N9 1.297, N10 1.293
8 O -0.09 1.36 -2.91  C7 1.190
9 N -2.03 1.12 -3.90  C7 1.297, H11 1.010, H12 1.010
10 N -0.56 2.58 -4.63  C7 1.293, H13 1.010, H14 1.010
11 H -2.54 1.49 -4.69  N9 1.010
12 H -2.42 0.38 -3.33  N9 1.010
13 H 0.34 3.03 -4.50  N10 1.010
14 H -1.16 2.72 -5.43  N10 1.010
15 C 1.02 -1.95 4.14  O16 1.227, N17 1.327, N18 1.292
16 O 1.20 -1.59 5.30  C15 1.227
17 N 1.06 -1.16 3.08  C15 1.327, H19 1.010, H20 1.010
18 N 0.67 -3.14 3.80  C15 1.292, H21 1.010, H22 1.010
19 H 1.14 -1.39 2.10  N17 1.010
20 H 1.05 -0.21 3.42  N17 1.010
21 H 0.12 -3.06 2.96  N18 1.010
22 H 0.50 -3.79 4.56  N18 1.010
23 C 2.53 -1.19 -1.79  O24 1.266, N25 1.319, N26 1.326
24 O 2.16 0.02 -1.64  C23 1.266
25 N 2.18 -2.11 -0.92  C23 1.319, H27 1.010, H28 1.010
26 N 3.13 -1.66 -2.87  C23 1.326, H29 1.010, H30 1.010
27 H 1.52 -1.85 -0.19  N25 1.010
28 H 2.58 -3.03 -1.04  N25 1.010
29 H 2.84 -2.54 -3.28  N26 1.010
30 H 3.50 -0.98 -3.51  N26 1.010
31 C 2.32 1.73 1.86  O32 1.204, N33 1.283, N34 1.295
32 O 1.30 2.34 1.63  C31 1.204
33 N 3.02 1.14 0.97  C31 1.283, H35 1.010, H36 1.010
34 N 2.90 1.63 3.01  C31 1.295, H37 1.010, H38 1.010
35 H 3.77 0.53 1.27  N33 1.010
36 H 2.56 1.07 0.08  N33 1.010
37 H 3.43 0.78 3.16  N34 1.010
38 H 2.26 1.83 3.77  N34 1.010
39 C -1.33 -3.29 -2.90  O40 1.184, N41 1.285, N42 1.270
40 O -1.96 -3.27 -3.90  C39 1.184
41 N -1.00 -2.29 -2.17  C39 1.285, H43 1.010, H44 1.010
42 N -0.68 -4.30 -2.47  C39 1.270, H45 1.010, H46 1.010
43 H -0.39 -2.37 -1.37  N41 1.010
44 H -1.37 -1.37 -2.37  N41 1.010
45 H -0.49 -5.18 -2.92  N42 1.010
46 H -0.41 -4.28 -1.50  N42 1.010
47 C -2.39 -0.16 2.81  O48 1.172, N49 1.283, N50 1.267
48 O -1.89 0.72 2.23  C47 1.172
49 N -3.17 0.01 3.82  C47 1.283, H51 1.010, H52 1.010
50 N -2.32 -1.37 2.43  C47 1.267, H53 1.010, H54 1.010
51 H -3.65 -0.84 4.08  N49 1.010
52 H -2.98 0.82 4.39  N49 1.010
53 H -1.61 -1.55 1.73  N50 1.010
54 H -3.06 -2.03 2.59  N50 1.010
55 C -1.50 3.85 -0.45  O56 1.202, N57 1.276, N58 1.274
56 O -2.23 3.55 -1.36  C55 1.202
57 N -1.76 3.87 0.80  C55 1.276, H59 1.010, H60 1.010
58 N -0.27 4.13 -0.61  C55 1.274, H61 1.010, H62 1.010
59 H -1.04 3.82 1.50  N57 1.010
60 H -2.75 3.75 1.00  N57 1.010
61 H 0.00 4.46 -1.53  N58 1.010
62 H 0.15 4.60 0.18  N58 1.010

E in eV: -47175.369
2S+1: 2
ΔE to the lowest compared entry with this formula, charge and spin in kcal per mole: 0.0
E_LUMO (alpha / beta) in eV: -2.7 / -8.9
Kohn-Sham gap (alpha / beta) in eV: 8.6 / 2.4
<S²>: 0.77
Charge: +1